The following is a quantum chemistry calculation of an isolated ion of composition C8H10N3O2 and charge +1, from the OMol25 dataset.

```
! RIJCOSX wB97M-V def2-TZVPD def2/J DEFGRID3
* xyz 1 1
C 2.3899 1.1216 2.1064
C 1.1630 0.6594 1.6349
C 3.2890 1.7587 1.3461
C 1.8385 1.5733 -0.4131
C 0.8649 0.7747 0.3184
C -1.8487 -0.2942 -2.0220
C -2.0134 -2.1058 -0.5072
C -0.3923 0.2613 -0.1775
N 2.9694 1.9504 0.0698
N -0.7303 0.2910 -1.5825
N -2.4071 -1.4006 -1.5212
O -2.6768 -3.2494 -0.2466
O -1.4583 -0.1168 0.6565
H 2.8262 0.8505 3.1375
H 0.4887 0.0108 2.1948
H 4.0506 2.2973 1.7357
H 1.4979 1.8734 -1.3836
H -2.1206 0.0084 -3.0214
H -0.9379 -1.9052 -0.2293
H -0.0941 0.8540 -2.1290
H -3.2492 -1.6915 -1.9077
H -2.2060 -3.7923 0.4009
H -1.2433 0.2712 1.5401
*
```

The calculation puts the LUMO energy (alpha / beta) at -4.15 / -4.25 eV. As for the energy: -17013.108 eV. The value obtained for the molar mass is 180.19 g mol⁻¹. As for the energy relative to the best compared isomer or geometry (same formula, charge and spin): 104.3 kcal per mole. As for the orbital gap (alpha / beta): 7.0430 / 6.6753 eV.

Here are the Löwdin charges for atoms 1 to 5, given in e: number 1, C, carries -0.05; number 2, C, carries -0.03; number 3, C, carries -0.12; number 4, C, carries -0.08; number 5, C, carries -0.15